Record 1
C27H25ClN5O5Re | ωB97M-V/def2-TZVPD

CARTESIAN COORDINATES (ANGSTROEM)
Re 0.425 -0.044 -0.283
O -0.798 -2.244 -0.059
C -1.566 -2.567 -1.021
C -2.840 -3.172 -0.795
C -3.668 -3.485 -1.836
C -3.288 -3.271 -3.180
C -2.053 -2.748 -3.438
C -1.192 -2.357 -2.386
C 0.131 -1.952 -2.669
N 0.939 -1.315 -1.863
C 2.371 -1.335 -2.201
C 3.118 -1.087 -0.894
N 2.492 0.141 -0.413
C 3.131 1.259 -0.458
C 2.498 2.539 -0.570
C 3.243 3.713 -0.344
C 2.717 4.946 -0.631
C 1.442 5.024 -1.212
C 0.707 3.895 -1.482
C 1.207 2.625 -1.148
O 0.474 1.568 -1.440
H -3.121 -3.381 0.230
H -4.633 -3.933 -1.629
H -3.954 -3.545 -3.983
H -1.724 -2.601 -4.459
H 0.548 -2.249 -3.633
H 2.603 -0.535 -2.911
H 2.641 -2.296 -2.640
H 4.191 -0.955 -1.049
H 2.934 -1.895 -0.184
H 4.220 1.220 -0.511
H 4.243 3.623 0.062
H 3.283 5.845 -0.439
H 1.033 5.993 -1.466
H -0.268 3.948 -1.945
Cl 4.286 0.369 5.939
C 3.279 -0.037 4.593
C 3.245 -1.368 4.136
C 2.452 -1.735 3.080
C 1.660 -0.778 2.406
O 0.871 -1.168 1.443
C 1.712 0.563 2.871
C 0.901 1.563 2.277
O 0.254 1.453 1.215
C 2.512 0.913 3.983
H 3.851 -2.109 4.641
H 2.405 -2.762 2.745
H 0.819 2.528 2.790
H 2.517 1.935 4.338
C -4.935 -0.053 1.369
N -3.818 0.212 0.492
C -3.922 0.694 -0.869
C -2.471 0.648 -1.332
O -2.066 0.926 -2.425
N -1.701 0.220 -0.247
C -2.545 -0.082 0.756
N -2.140 -0.610 1.913
H -5.818 0.427 0.957
H -4.755 0.367 2.359
H -5.133 -1.125 1.452
H -4.319 1.709 -0.921
H -4.526 0.031 -1.492
H -1.268 -1.131 1.869
H -2.838 -0.971 2.542

Forces on atoms 1 to 2 (eV/Å):
-0.2 0.2 0.4
0.0 0.1 0.1

Output
Strongest force on any atom   0.0092 hartree/bohr
Total charge   +1
HOMO-LUMO gap (alpha / beta)   6.711 / 6.347 eV
Relative energy (zero: lowest compared OMol25 entry of this formula, charge and spin)   18.2 kcal/mol
Spin multiplicity   4
Molar mass   721.2 g/mol
LUMO energy (alpha / beta)   -0.1227 / -0.1403 Ha



Record 2
C27H25F3NO4 | ωB97M-V/def2-TZVPD

CARTESIAN COORDINATES (ANGSTROEM)
C 3.280 -3.961 -0.436
C 3.842 -2.651 0.375
O 4.509 -2.886 1.535
O 3.743 -1.245 -0.047
C 2.357 -0.841 -0.332
O 1.561 -0.473 0.851
C 0.684 -1.567 1.297
O 0.778 -1.941 2.602
C -0.440 -2.352 0.397
C -1.464 -1.570 -0.652
C -2.553 -2.445 -1.572
N -2.635 -3.967 -1.465
C -1.762 -4.782 -0.496
C -0.637 -4.011 0.458
H 3.862 -4.222 -1.421
H 3.412 -4.906 0.281
H 2.126 -3.841 -0.711
H 1.848 -1.642 -1.033
H 2.434 0.150 -0.994
H -1.364 -0.405 -0.712
H -3.222 -1.795 -2.300
H -3.321 -4.467 -2.072
H -1.901 -5.951 -0.439
H 0.029 -4.663 1.172
F -0.613 3.947 4.506
C 0.623 3.615 4.110
C 0.804 2.517 3.277
C 2.090 2.174 2.861
C 3.184 2.929 3.292
C 2.993 4.027 4.132
C 1.706 4.376 4.539
H -0.057 1.937 2.960
H 2.241 1.322 2.204
H 4.188 2.659 2.971
H 3.847 4.610 4.469
H 1.538 5.231 5.184
F 2.381 4.795 -1.320
C 3.322 5.432 -0.611
C 4.426 5.968 -1.266
C 5.404 6.636 -0.528
C 5.273 6.751 0.858
C 4.164 6.205 1.506
C 3.180 5.547 0.767
H 4.516 5.861 -2.342
H 6.267 7.065 -1.032
H 6.038 7.268 1.433
H 4.066 6.292 2.585
H 2.308 5.125 1.254
F -5.275 -5.362 -2.785
C -6.340 -4.597 -3.061
C -7.618 -5.125 -2.912
C -8.727 -4.328 -3.194
C -8.545 -3.014 -3.634
C -7.258 -2.495 -3.785
C -6.150 -3.289 -3.491
H -7.739 -6.150 -2.578
H -9.730 -4.728 -3.074
H -9.411 -2.394 -3.858
H -7.120 -1.474 -4.131
H -5.143 -2.899 -3.595

Forces on atoms 1 to 2 (eV/Å):
-0.5 -0.2 0.1
3.9 -1.4 6.4

Output
Strongest force on any atom   0.1856 hartree/bohr
Total charge   +1
HOMO-LUMO gap   4.408 eV
Molar mass   484.5 g/mol
LUMO energy   -0.2256 Ha



Record 3
C27H25FIrN5O3S | ωB97M-V/def2-TZVPD

CARTESIAN COORDINATES (ANGSTROEM)
Ir 13.779 8.994 7.182
F 20.045 9.110 4.699
C 19.745 9.172 6.035
C 18.448 8.996 6.402
C 18.020 9.248 7.705
C 16.634 9.270 8.029
O 15.843 9.016 6.975
C 16.296 9.569 9.333
C 17.274 9.657 10.311
N 18.614 9.542 10.002
C 19.344 9.532 11.180
C 20.765 8.975 11.241
C 20.569 10.448 11.355
C 19.038 9.484 8.626
C 20.372 9.668 8.272
C 20.776 9.482 6.922
N 22.134 9.609 6.619
C 22.587 9.703 5.200
C 24.112 9.868 5.109
N 24.603 10.573 6.343
C 24.431 9.703 7.547
C 23.138 8.904 7.455
C 14.919 9.694 9.978
O 14.842 9.743 11.181
O 13.892 9.906 9.183
H 17.769 8.723 5.600
H 16.961 9.784 11.355
H 18.765 9.429 12.088
H 21.063 8.592 10.243
H 20.925 8.459 12.196
H 20.764 11.084 10.458
H 20.676 10.827 12.363
H 21.104 9.916 9.028
H 22.056 10.544 4.721
H 22.293 8.775 4.683
H 24.426 10.439 4.197
H 24.626 8.898 5.085
H 24.038 11.433 6.438
H 25.572 10.934 6.181
H 24.431 10.351 8.443
H 25.282 9.032 7.627
H 22.774 8.778 8.483
H 23.327 7.877 7.099
S 9.675 10.801 7.069
C 9.460 9.103 6.818
C 10.618 8.376 6.883
C 11.792 9.163 7.073
C 11.426 10.528 7.098
C 12.470 11.545 7.002
C 12.270 12.949 7.037
C 13.347 13.818 6.965
C 14.622 13.262 6.807
C 14.754 11.889 6.657
N 13.701 11.062 6.815
H 8.454 8.764 6.605
H 10.586 7.269 6.888
H 11.217 13.299 7.096
H 13.210 14.899 7.056
H 15.550 13.883 6.741
H 15.686 11.408 6.348
N 13.697 6.013 6.696
C 13.763 7.173 6.995
H 13.677 5.001 6.724

Forces on atoms 1 to 2 (eV/Å):
-0.9 1.9 -0.6
-0.4 -0.3 0.8

Output
Strongest force on any atom   0.1205 hartree/bohr
Total charge   +2
HOMO-LUMO gap (alpha / beta)   5.573 / 4.709 eV
Spin multiplicity   5
Molar mass   710.8 g/mol
LUMO energy (alpha / beta)   -0.1806 / -0.2990 Ha



Record 4
C27H25MnN6O4S5Se | ωB97M-V/def2-TZVPD

CARTESIAN COORDINATES (ANGSTROEM)
Mn 0.267 0.603 -0.650
O -4.134 1.364 -1.089
C -4.035 2.704 -1.100
C -5.228 3.429 -1.150
C -5.211 4.809 -1.124
C -4.002 5.498 -1.055
C -2.821 4.784 -1.027
C -2.809 3.388 -1.059
C -1.516 2.657 -1.029
O -1.550 1.363 -0.863
N -0.419 3.337 -1.173
N 0.676 2.467 -1.076
C 1.811 2.997 -1.355
C 3.071 2.299 -1.297
C 4.242 3.008 -1.596
C 5.486 2.422 -1.519
C 5.570 1.084 -1.119
C 4.438 0.356 -0.833
C 3.150 0.927 -0.938
O 2.102 0.195 -0.702
H -3.222 1.001 -0.999
H -6.156 2.875 -1.196
H -6.147 5.353 -1.156
H -3.988 6.580 -1.018
H -1.866 5.289 -0.978
H 1.807 4.049 -1.635
H 4.150 4.048 -1.894
H 6.379 2.988 -1.749
H 6.541 0.610 -1.030
H 4.506 -0.681 -0.530
C -1.520 -4.600 0.242
S -0.566 -4.955 -1.258
C 0.994 -4.294 -0.805
C 1.675 -3.279 -1.376
S 1.280 -2.091 -2.600
S 3.308 -3.047 -0.781
C 3.356 -4.335 0.366
S 4.674 -4.665 1.298
S 1.874 -5.192 0.424
H -2.553 -4.849 0.005
H -1.458 -3.541 0.480
H -1.182 -5.204 1.083
Se -1.902 -3.147 -4.512
N -2.994 -2.750 -3.194
C -2.576 -2.216 -2.041
C -3.486 -2.004 -1.007
C -3.043 -1.518 0.220
C -1.715 -1.208 0.365
N -0.780 -1.333 -0.616
C -1.174 -1.868 -1.797
N -0.359 -2.188 -2.794
H -4.528 -2.235 -1.188
H -3.727 -1.355 1.042
H -1.347 -0.816 1.304
C 1.487 -1.346 4.618
N 0.960 -0.311 3.743
C 0.313 0.867 4.304
C 1.010 -0.384 2.391
C 1.646 -1.582 1.744
O 0.532 0.541 1.727
H 1.359 -1.022 5.648
H 2.551 -1.516 4.450
H 0.960 -2.294 4.495
H 0.311 0.786 5.389
H -0.713 0.952 3.945
H 0.836 1.776 4.007
H 1.940 -2.367 2.434
H 2.512 -1.235 1.181
H 0.953 -1.978 0.999

Forces on atoms 1 to 2 (eV/Å):
-0.4 -0.1 0.1
0.0 0.0 0.0

Output
Strongest force on any atom   0.0173 hartree/bohr
Total charge   -1
HOMO-LUMO gap (alpha / beta)   5.931 / 6.255 eV
Relative energy (zero: lowest compared OMol25 entry of this formula, charge and spin)   61.2 kcal/mol
Spin multiplicity   6
Molar mass   791.8 g/mol
LUMO energy (alpha / beta)   0.0744 / 0.0711 Ha



Record 5
C27H26Br2CaCl3NO2Sb2 | ωB97M-V/def2-TZVPD

CARTESIAN COORDINATES (ANGSTROEM)
Ca 1.223 0.007 0.604
Cl 1.152 3.790 6.995
C 1.245 3.368 5.334
C 0.906 2.095 4.919
C 1.014 1.772 3.599
Cl 0.271 0.261 3.151
C 1.652 2.510 2.561
O 1.811 2.037 1.358
C 1.968 3.818 3.000
Cl 2.517 4.969 1.823
C 1.826 4.219 4.368
H 0.489 1.491 5.667
H 1.992 5.279 4.636
C -1.216 3.810 0.273
Sb -1.116 1.906 -0.783
C -1.141 2.628 -2.825
C -3.259 1.420 -0.460
C -3.883 0.321 -1.325
C -4.355 0.750 -2.555
C -5.032 -0.120 -3.381
C -5.287 -1.429 -3.022
C -4.882 -1.845 -1.707
C -4.143 -0.978 -0.879
C -3.720 -1.422 0.440
Sb -1.572 -1.795 0.412
C -1.548 -2.943 -1.329
C -1.315 -3.344 1.840
H -1.896 4.476 -0.206
H -0.219 4.283 0.350
H -1.555 3.554 1.250
H -1.741 3.497 -3.030
H -1.547 1.850 -3.411
H -0.116 2.884 -3.083
H -3.864 2.387 -0.682
H -3.197 1.152 0.576
H -4.238 1.766 -2.876
H -5.319 0.301 -4.326
H -5.661 -2.126 -3.748
H -5.169 -2.813 -1.402
H -4.202 -2.363 0.645
H -3.957 -0.692 1.203
H -0.570 -2.767 -1.863
H -2.416 -2.615 -1.935
H -1.677 -4.000 -1.090
H -2.192 -3.914 1.819
H -1.181 -2.992 2.890
H -0.484 -4.028 1.617
Br 1.944 -5.189 -0.318
C 3.132 -3.729 -0.503
C 4.355 -4.069 -1.090
C 5.346 -3.166 -1.315
Br 7.046 -3.631 -1.947
C 5.046 -1.819 -1.107
C 5.937 -0.848 -1.430
C 5.610 0.498 -1.140
C 4.299 0.798 -0.604
N 3.405 -0.135 -0.355
C 3.694 -1.414 -0.648
C 2.678 -2.400 -0.388
O 1.473 -2.136 0.007
H 4.410 -5.131 -1.436
H 6.920 -1.076 -1.701
H 6.339 1.270 -1.171
H 3.976 1.755 -0.265

Forces on atoms 1 to 2 (eV/Å):
-0.4 0.3 -0.3
-0.1 0.2 0.2

Output
Strongest force on any atom   0.0895 hartree/bohr
Total charge   0
HOMO-LUMO gap   7.521 eV
Molar mass   946.3 g/mol
LUMO energy   -0.0068 Ha



Record 6
C27H26Br2IrN2O5S | ωB97M-V/def2-TZVPD

CARTESIAN COORDINATES (ANGSTROEM)
Ir -1.083 0.376 0.672
O -2.340 3.472 -2.294
C -1.118 3.421 -2.833
C -1.001 3.615 -4.214
C 0.221 3.500 -4.838
C 1.351 3.183 -4.096
C 1.258 3.029 -2.722
C 0.036 3.140 -2.079
C -0.110 2.997 -0.548
O -1.260 2.380 -0.213
N 1.059 2.331 0.016
N 1.051 1.024 0.142
C 2.100 0.347 0.492
C 2.110 -1.070 0.642
Br 0.406 -1.956 0.404
C 3.229 -1.799 0.877
C 3.309 -3.222 1.114
C 4.338 -3.972 0.527
C 4.391 -5.340 0.703
C 3.455 -5.984 1.503
C 2.472 -5.243 2.140
C 2.393 -3.880 1.945
H -2.291 3.156 -1.362
H -1.894 3.861 -4.765
H 0.302 3.653 -5.902
H 2.305 3.061 -4.583
H 2.155 2.814 -2.160
H -0.087 4.030 -0.132
H 1.871 2.874 0.294
H 3.046 0.853 0.686
H 4.171 -1.266 0.840
H 5.053 -3.477 -0.111
H 5.170 -5.908 0.221
H 3.497 -7.055 1.635
H 1.763 -5.731 2.790
H 1.647 -3.310 2.477
Br -3.720 1.548 8.910
C -2.961 1.154 7.212
C -3.381 0.022 6.526
C -2.878 -0.226 5.264
C -1.950 0.650 4.704
C -1.504 1.757 5.423
C -2.017 2.021 6.676
C -1.500 0.487 3.308
O -0.508 1.116 2.861
O -2.142 -0.273 2.526
H -4.100 -0.641 6.976
H -3.207 -1.084 4.700
H -0.780 2.414 4.967
H -1.702 2.892 7.231
O -1.739 -0.335 -1.384
S -1.740 0.459 -2.663
C -2.856 -0.533 -3.744
C -2.022 -1.007 -4.922
C -0.657 -1.357 -4.342
C -0.236 -0.141 -3.536
H -3.703 0.085 -4.027
H -3.193 -1.356 -3.113
H -1.920 -0.209 -5.660
H -2.493 -1.860 -5.409
H 0.077 -1.588 -5.114
H -0.754 -2.221 -3.682
H 0.098 0.673 -4.176
H 0.514 -0.350 -2.777

Forces on atoms 1 to 2 (eV/Å):
3.5 2.5 -0.2
-0.5 0.3 0.4

Output
Strongest force on any atom   0.0836 hartree/bohr
Total charge   +1
HOMO-LUMO gap (alpha / beta)   6.004 / 6.020 eV
Relative energy (zero: lowest compared OMol25 entry of this formula, charge and spin)   27.9 kcal/mol
Molar mass   842.6 g/mol
LUMO energy (alpha / beta)   -0.1785 / -0.1779 Ha